# 1
98
Properties=species:S:1:pos:R:3:lowdin_charge:R:1 method="wB97M-V/def2-TZVPD" lumo_ev="-1.62 / -1.77" homo_ev="-7.3 / -7.4" multiplicity=5 homo_lumo_gap_ev="5.66 / 5.59" s2=6.046
Mn 0.31113 -0.26108 -0.00431 0.721
Cl -6.57885 0.19809 6.41413 0.667
C -5.29576 0.09793 5.24832 -0.668
C -4.46059 -1.00762 5.24768 -0.088
C -3.43847 -1.08207 4.31409 -0.024
C -3.24675 -0.06269 3.38554 -0.203
C -4.09792 1.03745 3.40654 -0.013
C -5.12441 1.12461 4.33507 -0.091
C -2.16079 -0.14286 2.36714 -0.078
C -0.84357 -0.01676 2.78685 -0.235
C -0.42030 0.04188 4.15828 0.023
C 0.93178 0.00889 4.15659 0.020
C 1.34653 0.00936 2.78264 -0.231
C 2.66132 0.16250 2.35425 -0.063
C 3.75768 0.04719 3.35699 -0.211
C 4.50874 -1.12347 3.40310 -0.001
C 5.54357 -1.26240 4.31525 -0.088
C 5.82382 -0.21910 5.18230 -0.669
Cl 7.12300 -0.38330 6.32436 0.663
C 5.08671 0.95325 5.15636 -0.097
C 4.05298 1.07976 4.24042 -0.028
C 3.00562 0.46729 1.04531 -0.220
N 2.15152 0.50833 -0.02414 0.023
C 2.88394 0.92822 -1.09710 -0.212
C 2.45343 0.93676 -2.41897 -0.075
C 3.39054 1.45338 -3.45695 -0.213
C 3.59890 2.82256 -3.58964 -0.018
C 4.47450 3.32008 -4.54328 -0.094
C 5.14729 2.43410 -5.36754 -0.669
Cl 6.24576 3.04725 -6.56455 0.667
C 4.96053 1.06599 -5.25180 -0.092
C 4.08189 0.58293 -4.29465 -0.022
C 1.23371 0.40373 -2.82195 -0.233
C 0.84898 0.19055 -4.18935 0.023
C -0.32650 -0.47948 -4.17066 0.030
C -0.70565 -0.62550 -2.79405 -0.226
N 0.26168 -0.08044 -1.99098 0.027
C -1.93200 -1.11412 -2.37121 -0.064
C -2.39630 -0.98154 -1.06530 -0.220
C -3.75394 -1.19433 -0.65802 0.026
C -3.83961 -0.81407 0.64077 0.016
C -2.52293 -0.41991 1.05129 -0.256
N -1.66546 -0.51997 -0.00914 0.020
C -2.83102 -1.74535 -3.37984 -0.215
C -2.67896 -3.09453 -3.68349 -0.003
C -3.50319 -3.70700 -4.61578 -0.091
C -4.48459 -2.95837 -5.24402 -0.669
Cl -5.52242 -3.71820 -6.41164 0.666
C -4.65362 -1.61356 -4.95773 -0.095
C -3.82263 -1.01314 -4.02395 -0.026
C 4.23263 1.20736 -0.68183 0.028
C 4.31433 0.89168 0.63058 0.031
N 0.25203 -0.02498 1.97042 0.024
H -4.61229 -1.79897 5.96855 0.109
H -2.77769 -1.94085 4.30788 0.118
H -3.95562 1.83356 2.68542 0.112
H -5.78614 1.97939 4.35389 0.107
H -1.07894 0.07516 5.00973 0.118
H 1.59662 0.00719 5.00390 0.120
H 4.26652 -1.93446 2.72664 0.132
H 6.12615 -2.17204 4.35828 0.108
H 5.32376 1.75507 5.84179 0.106
H 3.47400 1.99480 4.20608 0.127
H 3.06792 3.50801 -2.94016 0.122
H 4.63443 4.38407 -4.64966 0.107
H 5.50137 0.39097 -5.90040 0.108
H 3.93441 -0.48503 -4.18945 0.130
H 1.41751 0.50773 -5.04763 0.118
H -0.91155 -0.82074 -5.00904 0.121
H -4.53840 -1.57042 -1.29400 0.120
H -4.70828 -0.82553 1.27873 0.122
H -1.90860 -3.66712 -3.18128 0.131
H -3.38836 -4.75526 -4.85405 0.108
H -5.42454 -1.04740 -5.46173 0.107
H -3.94329 0.03878 -3.79368 0.126
H 5.01466 1.56724 -1.32966 0.119
H 5.17469 0.95001 1.27674 0.121
C -0.87683 5.03465 0.41608 -0.359
Sb -1.19406 2.94397 0.03103 1.292
C -3.32234 3.07989 -0.23105 -0.334
C -0.77291 3.10049 -2.07126 -0.329
H -1.47693 5.63571 -0.26738 0.002
H 0.17639 5.27315 0.26861 -0.004
H -1.14651 5.28112 1.44232 -0.007
H -3.55048 3.75177 -1.05860 0.006
H -3.79268 3.46436 0.67440 -0.007
H -3.73193 2.09128 -0.44395 -0.014
H -1.09529 4.07577 -2.43701 0.008
H -1.31133 2.31809 -2.60848 -0.001
H 0.29222 2.97501 -2.26156 -0.018
C -2.17746 -3.88064 1.66288 -0.107
O -1.17253 -3.33131 0.81380 -0.257
C 0.06582 -3.15761 1.29656 -1.303
S 0.47862 -3.47572 2.85928 0.633
S 1.16692 -2.56193 0.08821 0.591
H -2.49580 -3.13966 2.39744 0.061
H -1.80650 -4.75854 2.18806 0.065
H -3.00441 -4.13238 1.00343 0.094

# 2
98
Properties=species:S:1:pos:R:3:lowdin_charge:R:1 method="wB97M-V/def2-TZVPD" lumo_ev="-0.48 / -0.69" homo_ev="-7.2 / -7.3" multiplicity=4 homo_lumo_gap_ev="6.73 / 6.61" s2=3.803
Cr 0.48233 -1.56088 -0.72877 0.557
Cl 1.35526 -7.67391 -3.76855 0.659
C 1.50831 -6.34577 -2.66548 -0.682
C 0.71972 -5.21840 -2.87964 -0.031
C 0.82328 -4.14756 -2.01204 -0.194
N 0.16449 -2.91130 -2.12949 -0.035
C 0.06442 -2.42474 -3.41016 -0.521
O -0.38073 -2.98448 -4.38662 0.104
C 0.86518 -1.15118 -3.55182 -0.228
C 1.12803 -0.61454 -4.79405 0.021
C 2.13148 0.33532 -4.90583 -0.026
C 2.83684 0.69581 -3.77162 -0.034
C 2.47426 0.14355 -2.55284 -0.151
N 1.49907 -0.75388 -2.43225 0.032
C 1.72081 -4.20008 -0.93257 -0.192
C 2.49853 -5.32273 -0.72090 -0.034
C 2.38633 -6.39971 -1.59751 -0.684
Cl 3.37685 -7.79410 -1.31304 0.654
N 1.62396 -3.07387 -0.09417 -0.036
C 1.69662 -3.28573 1.24285 -0.503
O 2.46676 -4.00244 1.85714 0.065
C 0.47145 -2.71373 1.92227 -0.169
C 0.15753 -3.01729 3.22864 0.023
C -1.15286 -2.82005 3.65555 -0.030
C -2.08419 -2.33123 2.75884 -0.036
C -1.66964 -1.97974 1.47961 -0.115
N -0.41784 -2.15481 1.07704 0.017
H 0.02864 -5.18920 -3.70803 0.108
H 0.57747 -0.99477 -5.64203 0.129
H 2.37833 0.76320 -5.86832 0.115
H 3.64684 1.40942 -3.80736 0.114
H 2.97657 0.43875 -1.64652 0.009
H 3.18964 -5.36587 0.10459 0.104
H 0.91987 -3.46401 3.85189 0.126
H -1.44317 -3.08235 4.66376 0.114
H -3.12133 -2.19716 3.03145 0.117
H -2.33132 -1.55274 0.74327 0.045
I 4.07906 -0.82989 0.52558 1.144
C 3.44948 -0.93015 2.51400 -0.615
C 4.00992 -1.91521 3.27612 -0.158
C 3.87453 -1.89445 4.67798 -0.060
C 3.28944 -0.81919 5.27452 -0.030
C 2.71632 0.21903 4.49953 -0.162
C 2.23062 1.38810 5.13308 -0.021
C 1.72111 2.41282 4.39630 -0.049
C 1.51554 2.22345 3.01781 -0.099
C 1.90397 1.08127 2.35953 -0.323
P 0.99904 0.77919 0.75919 1.068
C -0.62908 1.36247 1.39306 -0.359
C -1.40105 2.34064 0.78198 -0.074
C -2.57826 2.78143 1.37318 -0.065
C -2.99717 2.24777 2.58033 -0.074
C -2.23549 1.26015 3.19361 -0.075
C -1.06326 0.82310 2.60402 -0.124
C 1.56441 2.17219 -0.27605 -0.375
C 2.71383 2.89332 0.03715 -0.095
C 3.15211 3.91074 -0.79738 -0.068
C 2.43844 4.23043 -1.94337 -0.073
C 1.29716 3.50981 -2.26542 -0.072
C 0.87169 2.47529 -1.44778 -0.136
C 2.67221 0.11340 3.08111 -0.213
H 4.57537 -2.70405 2.80461 0.096
H 4.29840 -2.69640 5.26591 0.111
H 3.26452 -0.72838 6.35309 0.115
H 2.30068 1.45862 6.21128 0.116
H 1.39519 3.32981 4.86663 0.110
H 0.94858 2.97509 2.48068 0.121
H -1.09561 2.78866 -0.15334 0.094
H -3.16881 3.53611 0.87256 0.109
H -3.91456 2.59235 3.03852 0.106
H -2.54900 0.83595 4.13846 0.107
H -0.45802 0.08303 3.11720 0.107
H 3.27377 2.66241 0.93347 0.096
H 4.04915 4.45967 -0.54316 0.106
H 2.77342 5.03432 -2.58476 0.105
H 0.74811 3.73827 -3.16968 0.100
H 0.02240 1.86415 -1.74019 0.052
C -5.94795 4.14407 -1.75547 -0.053
C -4.92542 3.04173 -1.73459 -0.281
C -5.06701 1.93541 -0.91433 -0.031
C -4.12986 0.90625 -0.88169 -0.303
C -4.40428 -0.25002 0.03142 -0.072
C -2.98984 0.98213 -1.69218 -0.490
Se -1.69555 -0.44738 -1.78993 0.841
C -2.86111 2.06892 -2.57767 -0.290
C -1.73498 2.20657 -3.56827 -0.073
C -3.81930 3.07671 -2.56967 -0.022
H -6.73932 3.96002 -1.03022 0.072
H -6.40937 4.23108 -2.74025 0.080
H -5.49477 5.10868 -1.52269 0.078
H -5.94111 1.85835 -0.27718 0.114
H -5.44796 -0.24563 0.34362 0.080
H -3.78970 -0.17755 0.93079 0.060
H -4.19090 -1.19727 -0.46562 0.063
H -1.33584 1.23910 -3.86424 0.040
H -0.91733 2.79315 -3.14692 0.035
H -2.08439 2.73420 -4.45551 0.085
H -3.69993 3.90834 -3.25604 0.119

Summary of ΔE to the lowest compared entry with this formula, charge and spin in kcal per mole
0.0, 42.4
(order as listed above)